# 1
Density functional theory data (wB97M-V/def2-TZVPD) for a molecular structure, C3H4NdO2 in a non-equilibrium geometry.

Computed properties:
* multiplicity: 4
* E_HOMO (alpha / beta): -0.436 / -0.436 hartree
* E: -828.11039 Ha
* total charge: +1

Element x y z (Å)
C (0.18, -1.58, 0.44)
C (0.24, -0.82, -0.64)
O (-0.37, 0.46, -0.64)
C (-0.19, 1.23, -1.68)
O (-0.53, 2.44, -1.29)
H (0.70, -2.54, 0.27)
H (0.60, -1.08, -1.64)
H (-0.72, 2.98, -2.07)
Nd (-0.44, -1.15, 2.97)
H (0.53, 0.05, 4.29)

# 2
Density functional theory data (wB97M-V/def2-TZVPD) for 2 unconnected molecules or ions with the total composition C3H4O in a non-equilibrium geometry.

Computed properties:
* E_HOMO (alpha / beta): -0.270 / -0.269 hartree
* E: -191.63500 Ha

Element x y z (Å)
C (-0.33, 0.49, -0.01)
C (1.30, -0.49, -1.00)
C (-0.66, -0.15, 1.25)
O (1.38, 0.15, -2.11)
H (0.01, -1.00, 1.41)
H (-0.59, 0.50, 2.05)
H (-1.71, -0.27, 0.80)
H (0.60, 0.78, -2.38)

# 3
Density functional theory data (wB97M-V/def2-TZVPD) for a molecular structure, C3H4O.

Computed properties:
* E_HOMO: -0.370 hartree
* E: -191.78098 Ha

Element x y z (Å)
O (-0.91, 1.22, -0.09)
C (-0.54, -0.10, 0.10)
C (0.89, -0.35, -0.73)
C (1.31, -0.50, 0.44)
H (-0.66, 1.45, -0.99)
H (-0.62, -0.28, 1.18)
H (-1.19, -0.83, -0.39)
H (1.68, -0.55, 1.45)